No. 1
# C3H8NP

One molecule with the formula C3H8NP (ωB97M-V/def2-TZVPD, OMol25).

Bonds (Å) are listed after each position.
Atoms and positions in Å:
1 C 0.125 1.242 -0.017  C2 1.456, N4 1.545, H6 1.121, H7 1.159
2 C 0.332 -0.167 -0.318  C1 1.456, C3 1.539, N4 1.452, H8 1.089
3 C 1.648 -0.913 -0.033  C2 1.539, H9 1.026, H10 1.110, H11 1.132
4 N -0.776 0.134 0.571  C1 1.545, C2 1.452, P5 1.805
5 P -2.429 0.159 -0.153  N4 1.805, H12 1.377, H13 1.379
6 H 0.850 1.774 0.651  C1 1.121
7 H -0.261 1.889 -0.898  C1 1.159
8 H 0.004 -0.558 -1.280  C2 1.089
9 H 2.324 -0.371 -0.583  C3 1.026
10 H 1.738 -1.996 -0.261  C3 1.110
11 H 1.955 -0.782 1.048  C3 1.132
12 H -2.913 0.731 1.002  P5 1.377
13 H -2.599 -1.143 0.269  P5 1.379

Properties
Frontier orbital gap (alpha / beta): 0.205 / 0.288 hartree
LUMO energy (alpha / beta): 0.04110 / -0.09267 hartree
Total charge: 0
HOMO level (alpha / beta): -0.1643 / -0.3810 Ha
Spin multiplicity: 3



No. 2
# C3H8NP

A 2-piece molecular cluster, C3H8NP overall (ωB97M-V/def2-TZVPD, OMol25).

Bonds (Å) are listed after each position.
Atoms and positions in Å:
1 C 0.690 -0.909 -1.018  C3 1.341, H6 1.209, H7 1.145
2 C -0.213 -0.345 1.684  N4 1.307, H8 1.138, H9 1.104
3 C 0.051 -0.060 -1.836  C1 1.341, H10 1.123, H11 1.069
4 N -0.881 0.624 1.116  C2 1.307, P5 1.692, H12 1.099
5 P -0.446 2.177 0.601  N4 1.692, H13 1.379
6 H 1.876 -0.766 -0.833  C1 1.209
7 H 0.046 -1.754 -0.592  C1 1.145
8 H -0.711 -1.288 2.080  C2 1.138
9 H 0.864 -0.281 1.918  C2 1.104
10 H 0.653 0.701 -2.403  C3 1.123
11 H -0.963 -0.250 -2.118  C3 1.069
12 H -1.864 0.274 0.772  N4 1.099
13 H 0.899 1.876 0.630  P5 1.379

Properties
Frontier orbital gap (alpha / beta): 0.248 / 0.325 hartree
LUMO energy (alpha / beta): 0.03811 / -0.03405 hartree
Total charge: 0
HOMO level (alpha / beta): -0.2096 / -0.3589 Ha
Spin multiplicity: 3



Electronic energy across the listed records, respectively: -14012.9773; -14014.5129 eV.
Energy relative to the best compared isomer or geometry (same formula, charge and spin) across the listed records, respectively: 232.37; 84.21 kJ/mol.